A molecular structure, C32H62BN2O12PtS6, computed with wB97M-V/def2-TZVPD.

Each line ends with the Mulliken spin population.
Geometry (Å):
1 Pt -1.924 0.505 -0.008  1.394
2 B 0.107 -0.237 0.729  0.011
3 H 1.122 -0.764 0.839  0.029
4 H -0.526 -0.464 1.673  0.002
5 H 0.228 0.903 0.591  0.056
6 H -0.362 -0.664 -0.248  0.178
7 C -0.965 -5.122 1.073  0.000
8 C -1.317 -5.004 -0.421  -0.001
9 C -2.627 -4.241 -0.541  0.001
10 S -2.753 -3.197 0.950  0.008
11 O -3.803 -3.683 1.832  0.002
12 O -2.682 -1.773 0.611  0.013
13 C -1.169 -3.728 1.664  0.001
14 H 0.084 -5.390 1.210  0.000
15 H -1.507 -5.924 1.572  0.000
16 H -1.462 -6.017 -0.805  0.000
17 H -0.452 -4.641 -0.974  0.001
18 H -3.532 -4.845 -0.514  0.000
19 H -2.673 -3.583 -1.405  -0.001
20 H -1.215 -3.677 2.751  0.000
21 H -0.375 -3.043 1.365  -0.002
22 C 0.913 4.650 -2.830  0.001
23 C -0.302 4.396 -3.688  0.000
24 C -0.302 2.936 -4.015  0.003
25 S 0.304 2.059 -2.554  0.027
26 O 1.292 1.084 -2.960  0.003
27 O -0.793 1.673 -1.685  0.103
28 C 1.013 3.562 -1.774  0.000
29 H 0.973 5.647 -2.398  0.000
30 H 1.779 4.520 -3.489  0.000
31 H -0.431 4.991 -4.595  0.000
32 H -1.259 4.659 -3.214  0.000
33 H 0.415 2.754 -4.824  0.001
34 H -1.208 2.479 -4.413  0.001
35 H 2.007 3.335 -1.384  0.001
36 H 0.420 3.722 -0.872  0.001
37 C 1.729 4.157 2.879  -0.001
38 C 1.064 5.318 2.151  0.000
39 C -0.435 5.052 2.139  0.003
40 S -0.593 3.201 2.160  0.012
41 O -1.118 2.707 0.892  0.033
42 O -1.273 2.840 3.378  0.002
43 C 1.155 2.872 2.295  0.001
44 H 1.441 4.311 3.927  0.000
45 H 2.814 4.234 2.886  0.000
46 H 1.389 5.228 1.105  0.000
47 H 1.411 6.283 2.511  0.000
48 H -0.989 5.481 1.307  0.000
49 H -0.990 5.285 3.050  0.000
50 H 1.546 2.680 1.295  -0.001
51 H 1.334 1.980 2.893  0.004
52 C -2.579 0.121 -5.597  0.000
53 C -3.591 1.002 -4.862  0.000
54 C -4.284 0.009 -3.909  0.000
55 S -2.987 -1.055 -3.229  0.017
56 O -3.447 -2.421 -3.287  0.002
57 O -2.498 -0.510 -1.973  0.072
58 C -1.827 -0.758 -4.587  0.001
59 H -1.833 0.695 -6.151  0.000
60 H -3.069 -0.484 -6.360  0.000
61 H -4.357 1.342 -5.557  0.000
62 H -3.207 1.854 -4.304  0.000
63 H -4.907 -0.686 -4.477  0.000
64 H -4.956 0.379 -3.136  0.001
65 H -1.390 -1.697 -4.914  0.000
66 H -1.006 -0.196 -4.134  0.000
67 C 3.704 -2.586 -2.802  0.000
68 C 3.217 -2.269 -4.244  0.000
69 C 2.281 -3.358 -4.708  0.000
70 S 1.298 -3.756 -3.234  0.000
71 O 1.337 -5.182 -2.961  0.000
72 O 0.010 -3.089 -3.311  0.000
73 C 2.411 -2.847 -2.034  -0.003
74 H 4.277 -1.794 -2.329  0.000
75 H 4.332 -3.479 -2.802  0.000
76 H 4.083 -2.154 -4.896  0.000
77 H 2.677 -1.324 -4.203  0.000
78 H 2.793 -4.295 -4.930  0.000
79 H 1.623 -3.045 -5.512  0.000
80 H 2.478 -3.492 -1.156  0.000
81 H 1.971 -1.930 -1.641  0.005
82 C -2.730 -0.449 5.632  0.000
83 C -3.014 1.063 5.612  0.000
84 C -4.017 1.334 4.519  0.003
85 S -3.690 0.127 3.156  0.001
86 O -2.991 0.759 2.042  0.018
87 O -4.873 -0.703 2.984  0.003
88 C -2.508 -0.819 4.151  0.000
89 H -3.563 -1.034 6.023  0.000
90 H -1.868 -0.668 6.258  0.000
91 H -2.151 1.715 5.471  0.000
92 H -3.511 1.461 6.502  0.000
93 H -4.171 2.356 4.180  0.000
94 H -5.003 0.974 4.826  0.000
95 H -1.497 -0.514 3.877  -0.002
96 H -2.677 -1.871 3.930  -0.001
97 N 1.994 -1.968 2.945  0.000
98 C 3.270 -2.338 2.611  0.000
99 C 4.012 -2.553 3.768  0.000
100 C 3.149 -2.182 4.809  0.000
101 C 1.917 -1.866 4.316  0.000
102 H 1.328 -1.660 2.252  0.002
103 H 3.637 -2.334 1.596  -0.001
104 H 4.994 -2.965 3.909  0.000
105 H 3.437 -2.080 5.847  0.000
106 H 1.025 -1.583 4.848  0.000
107 N 3.229 0.827 0.884  -0.006
108 C 3.740 1.513 -0.200  -0.001
109 C 4.780 2.291 0.248  0.000
110 C 4.998 1.979 1.596  0.000
111 C 3.991 1.118 1.977  0.000
112 H 2.392 0.257 0.867  0.002
113 H 3.268 1.440 -1.168  0.000
114 H 5.421 2.918 -0.353  0.000
115 H 5.754 2.337 2.275  0.000
116 H 3.872 0.618 2.927  0.000

Calculated values
multiplicity	3
max |F|	2.34	eV Å⁻¹
lowest unoccupied orbital energy (alpha / beta)	-2.2 / -4.2	eV
charge	+1
⟨S²⟩	2.003